(1)
The following is a DFT calculation (the ωB97M-V functional and the def2-TZVPD basis) of a structure of composition C8H24AlO4S4 in a non-equilibrium geometry.

```
41
Properties=species:S:1:pos:R:3:lowdin_charge:R:1
Al 26.722 -27.100 15.555 1.217
C 25.719 -30.957 18.409 -0.157
S 25.426 -29.278 19.055 0.969
O 25.629 -28.374 17.853 -0.604
C 23.669 -29.373 19.365 -0.202
H 25.716 -31.577 19.305 0.082
H 26.647 -30.951 17.843 0.044
H 24.952 -31.242 17.688 0.092
H 23.464 -30.192 20.055 0.093
H 23.164 -29.235 18.412 0.081
H 23.386 -28.508 19.977 0.066
C 29.736 -31.139 17.613 -0.195
S 29.834 -29.594 16.641 0.998
O 28.385 -29.102 16.603 -0.635
C 30.598 -28.628 17.944 -0.235
H 29.217 -31.938 17.086 0.075
H 29.245 -30.930 18.561 0.058
H 30.762 -31.470 17.781 0.084
H 30.527 -27.549 17.800 0.068
H 31.661 -28.825 18.099 0.088
H 30.139 -28.849 18.907 0.048
C 22.439 -26.020 16.856 -0.176
S 23.879 -25.801 17.993 0.908
O 25.138 -25.484 17.157 -0.639
C 23.334 -24.169 18.590 -0.213
H 21.526 -26.108 17.450 0.080
H 22.554 -26.957 16.315 0.062
H 22.302 -25.143 16.228 0.085
H 23.972 -23.838 19.414 0.057
H 22.406 -24.375 19.133 0.076
H 23.227 -23.323 17.916 0.093
C 27.391 -24.405 19.774 -0.156
S 27.086 -26.195 19.640 0.947
O 27.644 -26.579 18.301 -0.464
C 28.176 -26.852 20.913 -0.176
H 26.731 -23.817 19.138 0.067
H 28.421 -24.205 19.471 0.090
H 27.310 -24.078 20.813 0.091
H 28.542 -27.827 20.597 0.060
H 27.555 -27.011 21.796 0.081
H 29.037 -26.227 21.146 0.091
```

## Properties
energy relative to the best compared isomer or geometry (same formula, charge and spin) = 0.000 eV
charge = +3
HOMO energy = -18.32 eV
HOMO-LUMO gap = 3.35 eV
LUMO = -14.966 eV

---

(2)
The following is a DFT calculation (the ωB97M-V functional and the def2-TZVPD basis) of a structure of composition C8H24ClI2OP2SW in a non-equilibrium geometry.

```
40
Properties=species:S:1:pos:R:3:lowdin_spin:R:1
I 1.431 2.420 -1.892 0.929
I 2.276 -1.392 -0.489 0.068
W 0.344 0.455 -0.407 0.861
P 1.449 1.618 1.570 0.008
C 2.331 0.542 2.744 0.004
C 2.672 2.946 1.300 0.008
H 3.002 3.294 2.290 -0.001
H 0.709 2.801 3.510 0.000
H 2.221 3.772 0.745 0.003
H -0.250 3.245 2.056 0.000
H 3.184 0.071 2.241 0.000
H 3.532 2.560 0.745 0.002
C 0.196 2.418 2.615 0.001
H 2.693 1.179 3.563 0.000
H -0.593 1.695 2.891 0.000
H 1.670 -0.233 3.150 0.000
P -0.568 -0.613 -2.500 0.019
C -0.293 -2.397 -2.740 0.007
C -2.367 -0.441 -2.645 0.003
H -0.182 1.128 -4.151 0.001
H -0.430 -0.495 -4.886 0.000
H 1.146 -0.069 -4.142 0.003
C 0.060 0.062 -4.077 0.012
H -2.663 0.592 -2.426 0.000
H -2.664 -0.707 -3.672 0.001
H -0.731 -2.689 -3.705 0.000
H -0.773 -2.970 -1.938 0.000
H -2.862 -1.120 -1.940 0.000
H 0.784 -2.618 -2.745 0.000
Cl -1.561 1.829 -0.301 0.048
C -0.156 -2.085 2.155 0.000
S -1.093 -0.762 1.378 0.013
C -2.489 -1.624 0.641 0.015
O -1.697 0.041 2.510 -0.006
H -0.781 -2.977 2.090 -0.001
H -0.044 -1.823 3.207 0.000
H 0.816 -2.273 1.682 0.002
H -3.065 -2.012 1.489 0.003
H -3.071 -0.911 0.075 0.000
H -2.181 -2.458 0.006 0.000
```

## Properties
energy relative to the best compared isomer or geometry (same formula, charge and spin) = 0.000 eV
charge = +3
HOMO energy (alpha / beta) = -19.70 / -19.63 eV
HOMO-LUMO gap (alpha / beta) = 5.87 / 4.55 eV
LUMO (alpha / beta) = -13.835 / -15.075 eV
spin multiplicity = 3

---

(3)
The following is a DFT calculation (the ωB97M-V functional and the def2-TZVPD basis) of a cluster of 5 separate species, C8H24ClO4 in total in a non-equilibrium geometry.

```
37
Properties=species:S:1:pos:R:3:lowdin_spin:R:1
Cl -16.150 -21.182 -2.305 0.902
C -17.769 -19.267 2.096 0.000
C -17.257 -19.955 0.887 0.000
O -16.361 -19.064 0.190 0.008
H -16.921 -18.992 2.723 0.000
H -18.432 -19.919 2.665 0.000
H -18.260 -18.357 1.750 0.000
H -18.082 -20.244 0.236 0.000
H -16.809 -20.873 1.268 0.000
H -16.164 -19.536 -0.622 0.000
C -19.789 -23.720 0.832 0.001
C -19.155 -22.946 -0.309 0.001
O -17.739 -23.124 -0.361 0.006
H -19.762 -24.809 0.778 0.000
H -20.823 -23.439 1.033 0.000
H -19.322 -23.480 1.787 0.000
H -19.295 -21.881 -0.124 0.000
H -19.594 -23.089 -1.296 0.000
H -17.385 -22.457 -0.953 0.005
C -12.472 -19.991 -1.082 0.001
C -13.038 -21.080 -0.157 0.003
O -13.427 -22.212 -0.944 0.045
H -12.138 -19.071 -0.601 0.000
H -13.142 -19.702 -1.892 0.000
H -11.601 -20.435 -1.563 0.000
H -13.803 -20.785 0.561 0.001
H -12.131 -21.293 0.409 0.003
H -14.242 -21.903 -1.347 0.013
C -18.257 -25.459 -5.090 0.000
C -18.055 -24.252 -4.160 0.001
O -16.828 -23.692 -4.475 0.009
H -18.299 -25.156 -6.136 0.000
H -19.153 -26.056 -4.922 0.000
H -17.445 -26.181 -5.012 0.000
H -17.928 -24.665 -3.160 0.001
H -18.952 -23.637 -4.078 0.000
H -16.717 -22.979 -3.841 -0.001
```

## Properties
HOMO energy (alpha / beta) = -10.26 / -10.20 eV
HOMO-LUMO gap (alpha / beta) = 10.72 / 4.41 eV
LUMO (alpha / beta) = 0.466 / -5.788 eV
spin multiplicity = 2

---

(4)
The following is a DFT calculation (the ωB97M-V functional and the def2-TZVPD basis) of a cluster of 5 separate species, C8H24ClO4S in total in a non-equilibrium geometry.

```
38
Properties=species:S:1:pos:R:3:lowdin_charge:R:1
Cl 49.370 24.934 49.271 -0.127
C 46.029 28.269 46.612 -0.077
C 47.220 27.265 46.805 -0.283
O 46.946 26.524 48.024 -0.093
H 45.785 28.801 47.518 0.066
H 45.056 27.722 46.448 0.086
H 46.249 28.650 45.745 -0.006
H 48.112 27.802 46.831 0.084
H 47.234 26.806 45.867 0.076
H 47.629 25.915 48.154 -0.103
C 50.106 23.947 44.154 -0.034
C 50.379 24.316 45.643 -0.304
O 49.520 25.349 46.112 -0.110
H 50.202 24.791 43.776 -0.020
H 49.274 23.405 44.012 0.039
H 51.031 23.436 43.821 0.089
H 51.569 24.632 45.725 0.140
H 50.433 23.538 46.294 0.049
H 49.763 25.462 47.030 -0.054
C 46.472 25.901 53.919 -0.102
C 47.362 26.153 52.644 -0.312
O 47.523 24.971 51.840 -0.150
H 45.729 25.150 53.609 0.057
H 46.024 26.982 54.344 0.121
H 47.011 25.411 54.705 0.031
H 48.379 26.333 52.956 0.093
H 46.901 26.873 51.912 0.121
H 47.994 25.311 51.105 -0.099
C 53.839 22.511 46.812 -0.309
S 53.121 22.061 48.307 0.867
O 54.362 21.783 49.243 -0.594
C 52.551 23.595 48.898 -0.290
H 54.242 21.459 46.495 0.090
H 54.680 23.146 46.779 0.049
H 52.975 22.772 46.256 0.009
H 53.190 24.320 49.110 0.031
H 51.955 23.352 49.733 0.035
H 51.856 24.067 48.399 -0.065
```

## Properties
energy relative to the best compared isomer or geometry (same formula, charge and spin) = 0.746 eV
charge = -1
HOMO energy = -5.53 eV
HOMO-LUMO gap = 8.37 eV
LUMO = 2.837 eV

---

(5)
The following is a DFT calculation (the ωB97M-V functional and the def2-TZVPD basis) of a structure of composition C8H24ErN3NbO6PS in a non-equilibrium geometry.

```
45
Properties=species:S:1:pos:R:3:lowdin_spin:R:1
C -3.334 -1.212 -2.191 0.027
C -2.503 -0.965 -0.869 0.039
N -1.413 -0.020 -1.119 0.375
Nb 0.047 0.091 0.482 -0.330
C 0.783 -1.995 -0.109 0.044
C 0.723 -2.262 -1.666 0.010
N -0.232 -3.330 -2.001 0.023
C 1.662 0.940 -0.844 0.010
C 1.287 2.160 -1.768 0.001
O 0.302 1.903 -2.727 0.004
O -1.379 -0.860 1.710 0.003
N -1.458 -0.400 2.970 -0.003
O -1.779 -1.248 3.732 -0.001
P 1.806 0.036 2.372 0.572
C 3.510 -0.447 1.826 0.070
O 1.448 -1.173 3.491 0.093
S -0.765 2.415 1.055 -0.003
C 0.663 3.445 1.608 0.005
O -1.762 2.494 2.217 -0.007
O -1.402 3.124 -0.116 -0.009
H -4.330 -1.538 -1.839 0.002
H -2.941 -2.039 -2.786 0.000
H -3.500 -0.288 -2.760 0.000
H -3.244 -0.551 -0.154 0.012
H -2.152 -1.955 -0.562 0.000
H -1.867 0.885 -1.266 0.006
H 1.852 -2.093 0.159 -0.003
H 0.274 -2.788 0.474 0.002
H 0.571 -1.348 -2.256 0.001
H 1.718 -2.645 -1.963 0.003
H -0.687 -3.701 -1.183 0.001
H -0.892 -2.996 -2.686 0.000
H 2.127 0.186 -1.505 0.000
H 2.452 1.342 -0.170 0.000
H 1.091 3.065 -1.168 0.000
H 2.203 2.404 -2.334 0.001
H -0.545 2.229 -2.431 0.000
H 3.943 0.177 1.039 -0.001
H 4.164 -0.329 2.713 0.011
H 3.535 -1.526 1.600 0.014
H 1.072 -1.909 2.995 0.010
H 0.542 4.496 1.319 -0.001
H 1.600 3.061 1.184 0.002
H 0.722 3.292 2.699 0.004
Er -3.913 1.873 2.827 2.012
```

## Properties
charge = +2
HOMO energy (alpha / beta) = -13.66 / -13.55 eV
HOMO-LUMO gap (alpha / beta) = 4.62 / 4.67 eV
LUMO (alpha / beta) = -9.037 / -8.877 eV
spin multiplicity = 4

---

(6)
The following is a DFT calculation (the ωB97M-V functional and the def2-TZVPD basis) of a structure of composition C8H24FO4Pb in a non-equilibrium geometry.

```
38
Properties=species:S:1:pos:R:3:lowdin_charge:R:1
Pb 0.963 -1.470 2.456 1.770
F 0.704 -0.897 0.404 -0.249
C -1.331 1.717 3.317 -0.046
C -0.981 0.296 3.159 -0.311
O -0.240 0.169 1.954 -0.318
H -2.190 2.007 2.712 0.098
H -0.614 2.439 2.924 0.099
H -1.530 2.074 4.327 0.099
H -1.888 -0.309 3.180 0.148
H -0.248 -0.054 3.885 0.047
H -0.832 0.197 1.199 -0.338
C -0.029 2.065 -0.910 -0.033
C -1.221 1.171 -0.726 -0.196
O -1.376 0.426 0.456 0.112
H 0.824 1.397 -0.789 0.023
H -0.034 2.858 -0.162 0.095
H 0.119 2.577 -1.861 0.109
H -1.483 0.516 -1.557 0.119
H -2.051 1.877 -0.695 0.128
H -0.533 -0.003 0.622 0.039
C 3.431 0.936 -2.145 -0.070
C 2.734 0.499 -0.854 -0.355
O 1.812 -0.564 -1.033 -0.084
H 3.754 0.097 -2.761 0.082
H 4.079 1.763 -1.854 0.078
H 2.706 1.465 -2.763 0.063
H 2.279 1.419 -0.487 0.076
H 3.519 0.286 -0.128 0.101
H 1.195 -0.531 -0.299 -0.348
C -2.091 -2.516 -1.464 -0.076
C -0.874 -2.934 -0.705 -0.308
O 0.318 -2.634 -1.439 -0.060
H -3.105 -2.655 -1.089 0.088
H -2.085 -2.932 -2.472 0.086
H -2.093 -1.477 -1.792 0.057
H -0.936 -4.010 -0.538 0.112
H -0.813 -2.530 0.305 0.063
H 0.139 -2.735 -2.377 0.098
```

## Properties
energy relative to the best compared isomer or geometry (same formula, charge and spin) = 12.220 eV
charge = +1
HOMO energy = -11.41 eV
HOMO-LUMO gap = 5.29 eV
LUMO = -6.116 eV